1.
# C4H12N2S

An isolated molecule of C4H12N2S (ωB97M-V/def2-TZVPD, the Open Molecules 2025 dataset).

Values from the calculation:
Structure (SMILES): NCCNCCS
Kohn-Sham gap in eV: 10.0
E_LUMO in Eh: 0.0380
Net charge: 0
HOMO in eV: -8.96

Each line ends with the Löwdin charge.
Geometry (Å):
C: -1.01 -0.19 -1.01  -0.3357
H: 1.25 0.88 -1.08  0.1143
H: 1.32 1.93 1.25  0.1051
H: -2.30 -1.70 -2.68  -0.1671
S: -3.32 -1.52 -1.85  0.6831
C: -2.43 -0.52 -0.60  -0.5477
C: 1.91 1.06 0.94  -0.2799
C: 1.24 0.28 -0.16  -0.2408
H: -2.46 -1.02 0.38  0.0632
H: 2.87 1.43 0.58  0.1047
H: -3.10 0.31 -0.37  0.0635
H: 2.61 0.76 2.81  0.0551
H: -0.27 -0.75 0.81  0.0974
H: -0.58 -0.91 -1.73  0.0985
H: 1.41 -0.24 2.43  0.0496
N: 2.28 0.15 2.07  -0.0113
H: -1.02 0.72 -1.61  0.1151
N: -0.17 0.00 0.15  -0.0865
H: 1.78 -0.66 -0.33  0.1192

***

2.
# C4H12N2S

An isolated molecule of C4H12N2S (ωB97M-V/def2-TZVPD, the Open Molecules 2025 dataset).

Values from the calculation:
Structure (SMILES): NCNCCCS
Kohn-Sham gap in eV: 9.7
E_LUMO in Eh: 0.0333
Net charge: 0
HOMO in eV: -8.79

Each line ends with the Löwdin charge.
Geometry (Å):
H: 0.15 2.83 -1.33  0.0658
N: 0.11 -0.68 0.17  -0.0722
C: -0.89 1.58 -0.04  -0.2571
H: -0.43 -2.39 1.32  0.1158
C: 0.08 1.76 -1.21  -0.5919
H: 1.97 -2.73 0.56  0.0481
C: 0.36 -1.61 1.27  -0.3626
H: -1.86 2.02 -0.27  0.1062
H: -0.33 2.02 0.79  0.1106
S: -0.44 0.94 -2.73  0.6894
H: 0.15 -1.24 2.28  0.1147
N: 1.65 -2.20 1.32  0.0150
H: 0.51 1.50 -3.49  -0.1511
H: -1.87 -0.25 -0.42  0.1040
H: 0.13 -1.27 -0.65  0.0960
H: 1.00 1.28 -0.91  0.0548
C: -1.12 0.10 0.30  -0.2535
H: 2.35 -1.62 1.73  0.0660
H: -1.48 -0.05 1.30  0.1019

***

3.
# C4H12N2S

The ion C4H12N2S with charge +1 (ωB97M-V/def2-TZVPD, the Open Molecules 2025 dataset).

Values from the calculation:
Kohn-Sham gap (alpha / beta) in eV: 10.1 / 4.4
E_LUMO (alpha / beta) in Eh: -0.1076 / -0.3132
Net charge: +1
HOMO (alpha / beta) in eV: -13.07 / -12.93
Multiplicity: 2

Each line ends with the Löwdin charge.
Geometry (Å):
C: -2.02 0.88 1.15  -0.0602
H: -0.44 -2.28 -0.05  0.1310
H: 0.30 -1.37 -1.54  0.1136
H: -1.95 -0.68 -0.07  0.1100
N: 1.57 -2.12 0.09  0.1076
H: 2.46 2.23 -1.61  -0.1023
H: -1.44 0.68 2.07  0.1118
H: -0.20 1.57 -0.79  0.0925
S: 2.15 1.82 -0.35  0.7421
C: -0.01 -0.15 0.04  -0.2937
H: -3.13 0.64 1.51  0.1603
H: 1.02 0.47 -1.84  0.0853
H: 0.25 0.29 1.00  0.1336
C: 0.69 0.88 -0.86  -0.5315
H: 2.30 -1.66 -0.43  0.0938
H: -1.94 2.02 1.15  0.1382
H: 1.60 -1.80 0.96  0.0198
N: -1.51 0.16 0.04  0.1067
C: 0.31 -1.59 -0.49  -0.1587

***

4.
# C4H12N2S2

A cluster of 2 separate species, C4H12N2S2 in total (ωB97M-V/def2-TZVPD, the Open Molecules 2025 dataset).

Values from the calculation:
Kohn-Sham gap in eV: 4.4
E_LUMO in Eh: -0.1142
Net charge: 0
HOMO in eV: -7.56

Each line ends with the Löwdin charge.
Geometry (Å):
H: -0.50 -1.19 -0.09  0.0592
S: -2.04 1.25 -0.95  0.5853
H: -2.42 0.76 1.32  0.0681
H: 2.93 0.74 -1.66  0.0613
H: -1.20 -1.38 1.54  0.1054
H: 2.74 2.27 -1.08  0.0751
H: 0.51 0.36 -1.20  0.0748
H: -2.81 -1.16 -0.90  0.0075
N: -2.56 -1.70 -0.07  -0.0255
N: 2.24 1.47 -1.47  0.0351
H: -0.70 0.92 1.01  0.0531
S: 2.33 -1.26 0.42  0.7854
H: 0.48 1.84 -0.40  0.0766
C: -1.65 0.47 0.60  -0.6864
C: 1.57 0.30 0.62  -0.4370
H: 2.03 0.91 1.40  0.0731
C: 1.16 0.99 -0.59  -0.4743
H: 1.62 -1.91 1.35  -0.1133
C: -1.40 -1.04 0.52  -0.3837
H: -2.32 -2.63 -0.37  0.0601

***

5.
# C4H12N3

The ion C4H12N3 with charge +1 (ωB97M-V/def2-TZVPD, the Open Molecules 2025 dataset).

Values from the calculation:
Structure (SMILES): N/C=[NH+]\CCCN
Kohn-Sham gap in eV: 10.0
E_LUMO in Eh: -0.1207
Net charge: +1
HOMO in eV: -13.28

Each line ends with the Löwdin charge.
Geometry (Å):
C: 0.76 1.63 0.35  -0.1524
N: 1.70 0.09 -1.44  -0.0072
H: -1.13 0.94 1.10  0.1110
C: -1.03 -1.63 0.31  -0.1381
H: 0.31 1.55 -1.81  0.1147
H: -0.73 -2.49 -0.24  0.1587
H: 1.63 1.89 0.95  0.1133
H: 1.39 -0.26 -2.32  0.0813
H: 2.69 0.10 -1.26  0.0858
H: -2.92 -0.81 0.73  0.1346
N: -0.16 -0.67 0.33  0.0605
C: 1.12 1.42 -1.10  -0.2504
H: 0.17 0.54 2.16  0.1318
H: 1.73 2.26 -1.45  0.1204
C: -0.11 0.58 1.11  -0.1094
H: -2.81 -2.49 0.62  0.1334
N: -2.33 -1.61 0.53  0.1894
H: 0.75 -0.91 -0.05  0.1180
H: 0.09 2.46 0.31  0.1046

***

6.
# C4H12N3

The ion C4H12N3 with charge +1 (ωB97M-V/def2-TZVPD, the Open Molecules 2025 dataset).

Values from the calculation:
Kohn-Sham gap (alpha / beta) in eV: 9.1 / 9.1
E_LUMO (alpha / beta) in Eh: -0.2200 / -0.2201
Net charge: +1
HOMO (alpha / beta) in eV: -15.11 / -15.12

Each line ends with the Löwdin charge.
Geometry (Å):
H: 2.43 -1.46 -0.37  0.1603
H: -0.57 -1.14 1.26  0.1344
H: 1.49 -2.05 -2.00  0.1520
C: 1.47 -1.47 -1.05  -0.2171
H: -1.06 2.19 1.62  0.1193
H: 1.11 -0.79 1.44  0.1217
H: -0.93 2.08 -0.73  0.1595
H: -0.45 -2.16 -0.57  0.1341
C: -0.91 1.09 -0.19  -0.2894
N: 0.44 -1.99 -0.08  0.0149
H: -2.64 2.05 0.76  0.1004
C: 0.33 -0.90 0.76  -0.1829
N: 1.19 -0.13 -1.60  0.2029
H: 0.90 1.16 0.54  0.1239
C: -1.75 1.47 1.03  -0.0487
H: 1.99 0.43 -1.85  0.0893
H: -1.50 0.38 -0.76  0.1285
H: -1.84 0.68 1.69  0.0397
N: 0.30 0.54 0.13  0.0572

***

7.
# C4H12N3

A cluster of 2 separate species, C4H12N3 in total (ωB97M-V/def2-TZVPD, the Open Molecules 2025 dataset).

Values from the calculation:
Kohn-Sham gap in eV: 8.4
E_LUMO in Eh: -0.1566
Net charge: +1
HOMO in eV: -12.68

Each line ends with the Löwdin charge.
Geometry (Å):
H: 0.57 -1.76 -1.06  0.0667
H: -1.15 -2.00 -0.45  0.0667
H: 1.84 -0.51 -1.32  0.0712
N: -1.78 -1.26 -0.30  0.1255
C: 0.20 0.15 -0.32  -0.2836
H: -2.62 -1.35 -0.86  0.1318
C: -1.84 0.92 0.75  0.1085
H: 1.20 1.73 -1.16  0.1214
H: 1.81 -1.18 1.57  0.0730
N: 1.59 -0.23 1.40  0.1293
C: 0.84 -0.77 -1.28  -0.0070
H: 0.04 2.19 -0.05  0.1392
H: -1.45 1.85 0.97  0.0312
N: 0.53 1.41 -0.52  0.1750
C: -1.20 -0.10 0.13  -0.3402
H: 0.64 -0.55 -2.38  0.1527
H: 1.24 0.08 2.29  0.0748
H: -2.85 1.00 1.20  0.0993
H: 2.37 0.37 1.39  0.0646

***

8.
# C4H12N3

The ion C4H12N3 with charge +1 (ωB97M-V/def2-TZVPD, the Open Molecules 2025 dataset).

Values from the calculation:
Structure (SMILES): NCC/C(N)=C/[NH3+]
Kohn-Sham gap in eV: 9.0
E_LUMO in Eh: -0.1318
Net charge: +1
HOMO in eV: -12.56

Each line ends with the Löwdin charge.
Geometry (Å):
H: -2.13 0.67 -1.34  0.1209
H: -1.42 2.91 -1.78  0.1945
N: 1.34 -1.76 1.19  -0.0296
H: 2.04 -1.61 1.84  0.0391
H: 0.34 2.48 -1.59  0.1817
C: -0.79 -0.96 0.32  -0.1388
C: 0.06 -1.14 1.68  -0.2112
H: -0.74 -2.02 0.00  0.1405
H: 1.60 0.55 -1.36  0.1230
H: -1.84 -0.69 0.62  0.1358
H: -0.48 -1.69 2.41  0.0897
H: 0.26 -0.09 2.24  0.1602
H: -0.66 2.78 -0.24  0.1881
N: 1.11 0.32 -0.48  0.1140
C: -1.05 0.91 -1.28  -0.0905
N: -0.68 2.37 -1.23  0.1295
H: 1.63 -0.29 0.20  0.0779
H: 1.18 -2.82 1.32  0.1394
C: -0.26 0.08 -0.50  -0.3641

***

9.
# C4H12N3

A cluster of 2 separate species, C4H12N3 in total (ωB97M-V/def2-TZVPD, the Open Molecules 2025 dataset).

Values from the calculation:
Kohn-Sham gap in eV: 11.1
E_LUMO in Eh: -0.1054
Net charge: +1
HOMO in eV: -13.92

Each line ends with the Löwdin charge.
Geometry (Å):
H: -1.18 0.45 -2.73  0.0751
H: 1.02 -1.69 -0.92  0.0814
C: 0.16 -0.84 -2.57  -0.3009
H: 1.83 0.86 1.90  0.0933
N: 0.91 -1.76 -1.92  0.1180
H: -2.13 0.46 0.77  0.1566
H: 0.13 2.16 2.91  0.0879
C: 1.16 0.24 1.31  -0.0371
H: 1.75 -2.05 -2.40  0.1071
N: -1.21 0.04 0.65  0.1767
C: -0.24 0.71 1.53  -0.3597
H: -1.67 1.94 2.53  0.0848
H: -1.30 -0.96 0.84  0.1658
H: -0.96 0.13 -0.41  0.0813
C: -0.64 1.65 2.36  0.1086
H: 1.32 -0.80 1.55  0.0911
H: 1.46 0.41 0.27  0.0822
N: -0.73 -0.11 -2.01  0.0505
H: 0.31 -0.83 -3.65  0.1373

***

10.
# C4H12N3

The ion C4H12N3 with charge +1 (ωB97M-V/def2-TZVPD, the Open Molecules 2025 dataset).

Values from the calculation:
Structure (SMILES): C[C@@H](N)C/[NH+]=C\N
Kohn-Sham gap in eV: 10.6
E_LUMO in Eh: -0.1153
Net charge: +1
HOMO in eV: -13.73

Each line ends with the Löwdin charge.
Geometry (Å):
H: -1.15 -2.29 -1.72  0.0866
H: 1.76 1.54 2.57  0.1652
H: 1.53 1.09 -0.38  0.0983
H: 2.83 1.93 0.48  0.1399
N: 0.37 -0.17 -1.56  0.0145
C: -0.32 -0.79 -0.44  -0.4275
H: -2.01 -2.17 -0.19  0.0834
N: 0.14 0.65 1.67  0.0633
H: 0.38 -1.46 0.07  0.1467
H: -1.71 0.03 0.99  0.1313
C: -0.76 0.33 0.55  -0.1093
C: -1.51 -1.60 -0.96  -0.0565
H: 0.88 -0.86 -2.11  0.0961
C: 1.32 1.25 1.62  -0.1251
N: 1.94 1.45 0.49  0.2084
H: -0.28 0.30 -2.18  0.0951
H: -0.93 1.24 -0.04  0.1383
H: -2.24 -0.94 -1.44  0.0896
H: -0.25 0.48 2.58  0.1616

***

11.
# C4H12N3

A cluster of 3 separate species, C4H12N3 in total (ωB97M-V/def2-TZVPD, the Open Molecules 2025 dataset).

Values from the calculation:
Kohn-Sham gap (alpha / beta) in eV: 7.2 / 9.3
E_LUMO (alpha / beta) in Eh: -0.1879 / -0.1304
Net charge: +1
HOMO (alpha / beta) in eV: -12.29 / -12.87

Each line ends with the Löwdin charge.
Geometry (Å):
H: 1.54 -2.39 -0.70  0.1092
C: -1.86 -0.69 0.68  -0.1573
H: -0.84 2.33 -1.72  -0.0063
H: 1.35 -0.13 -0.46  0.0761
H: 3.42 0.26 -0.35  0.0780
C: -2.07 -1.04 1.96  0.0949
H: 2.57 1.59 -0.78  0.0730
H: -3.06 -1.26 2.32  0.0762
H: 0.15 -2.73 0.20  0.1132
H: -1.26 -1.11 2.67  0.0812
H: 2.86 0.41 -1.88  0.0775
C: -0.64 -0.32 0.14  0.0057
N: 2.64 0.59 -0.91  0.0734
H: -2.10 2.50 -0.38  -0.0047
H: -2.71 -0.56 0.01  0.1189
H: -0.34 2.87 -0.01  -0.0090
N: 0.50 -0.77 -0.13  -0.0338
N: 0.91 -2.08 0.02  0.1026
C: -1.08 2.52 -0.70  0.1311

***

12.
# C4H12N3

A cluster of 2 separate species, C4H12N3 in total (ωB97M-V/def2-TZVPD, the Open Molecules 2025 dataset).

Values from the calculation:
Kohn-Sham gap in eV: 9.7
E_LUMO in Eh: -0.1038
Net charge: +1
HOMO in eV: -12.52

Each line ends with the Löwdin charge.
Geometry (Å):
H: -0.30 -1.91 -1.18  0.1228
C: -0.86 -0.60 1.81  -0.1935
H: 2.31 1.83 -0.23  0.0625
H: 0.11 -0.17 1.96  0.1120
C: 2.49 1.55 -1.26  0.0360
C: 1.46 1.11 -2.02  -0.2059
N: -1.78 -0.43 2.85  0.0419
H: -2.16 -1.74 0.52  0.1238
H: 1.65 0.53 -2.92  0.1123
H: -0.61 1.20 -2.26  0.1175
H: -0.05 1.73 -0.83  0.1182
N: -0.15 -1.26 -0.45  0.1023
N: 0.09 1.07 -1.56  0.0457
H: 3.53 1.42 -1.57  0.0752
H: 0.74 -1.47 -0.01  0.1328
H: -1.28 -0.51 3.74  0.1019
C: -1.17 -1.25 0.64  -0.0984
H: -0.05 -0.18 -0.96  0.0714
H: -2.51 -1.19 2.84  0.1213

***

Summary of largest force on an atom in eV/Å
1.36, 1.83, 6.30, 1.33, 2.18, 6.19, 2.84, 4.66, 0.63, 1.17, 1.24, 2.74
(order as listed above)
Summary of E_tot in eV
-18157.4003, -18157.3224, -18146.7749, -28988.5217, -8806.3374, -8802.1066, -8804.8633, -8804.4752, -8806.5347, -8807.3960, -8801.2963, -8805.2051
(order as listed above)
Summary of energy above the lowest of the compared OMol25 structures with the same formula, charge and spin in kJ/mol
59.7, 67.2, 369.4, 465.9, 134.8, 543.0, 277.0, 314.4, 115.7, 32.6, 621.2, 244.0
(order as listed above)